## 1
Molecular formula: C2H9N4O
Method: DFT, ωB97M-V/def2-TZVPD

- E_LUMO: -3.773 eV
- M: 105.12 g mol⁻¹
- Total charge: +1
- Orbital gap: 0.346 hartree

Each line ends with the natural charge from an NBO analysis.
Positions of all 16 atoms, in Å:
1 C -0.06384 -2.51994 -1.87043  -0.131
2 C 0.01847 -0.46299 -1.14456  0.653
3 N -0.07688 -1.07921 -2.31352  -0.467
4 N 0.12953 0.83975 -0.88366  -0.775
5 N 0.52570 -2.58885 -0.52498  -0.223
6 N -1.41934 1.08310 2.96726  -1.083
7 O 0.34339 -1.26962 -0.05179  -0.308
8 H -1.06925 -2.94235 -1.91951  0.229
9 H 0.54232 -3.23657 -2.53002  0.235
10 H 0.00803 0.94379 0.15100  0.419
11 H -0.26926 1.64757 -1.38325  0.455
12 H 1.58902 -2.79131 -0.64474  0.459
13 H -0.00552 -3.20802 0.03022  0.451
14 H -1.03839 1.45994 3.80716  0.372
15 H -1.42807 1.80867 2.23246  0.348
16 H -2.38209 0.88691 3.14982  0.366

=====

## 2
Molecular formula: C2H9N4O
Method: DFT, ωB97M-V/def2-TZVPD

- E_LUMO: -3.503 eV
- M: 105.12 g mol⁻¹
- Total charge: +1
- Orbital gap: 0.400 hartree

Each line ends with the natural charge from an NBO analysis.
Positions of all 16 atoms, in Å:
1 C 0.59239 -0.09196 -0.36457  0.619
2 C 1.87567 -2.08096 -0.29453  0.095
3 N 1.59391 -0.74456 0.15572  -0.567
4 N -2.17926 1.90968 1.57551  -1.081
5 N -0.13085 0.63936 -0.97869  -0.118
6 N -1.32590 1.21169 -1.07218  -0.597
7 O 0.73439 -2.56555 -0.83296  -0.694
8 H 2.17010 -2.66605 0.68815  0.201
9 H -1.94122 1.19312 -0.28233  0.450
10 H 2.81049 -2.12631 -1.01730  0.200
11 H 2.17056 -0.29610 0.81659  0.440
12 H 0.73374 -2.55872 -1.86779  0.510
13 H -1.48092 1.38401 2.07060  0.358
14 H -1.51141 2.61594 1.12465  0.357
15 H -2.71171 2.42492 2.25517  0.394
16 H -1.39998 1.75149 -1.97606  0.431

=====

Energies relative to the most stable structure are 1 0.000; 2 0.139, reported in eV.

=====

## 1
Molecular formula: C21H28FOSi
Method: DFT, ωB97M-V/def2-TZVPD

- E_LUMO: -5.446 eV
- M: 343.54 g mol⁻¹
- Total charge: +1
- Orbital gap: 0.215 hartree

Each line ends with the natural charge from an NBO analysis.
Positions of all 52 atoms, in Å:
1 C -3.14576 1.46298 2.91534  -0.595
2 C -2.10423 1.09884 1.85044  -0.472
3 C -1.33535 -0.12936 2.22130  0.497
4 C -1.73254 -1.40070 1.85047  -0.351
5 C -1.02696 -2.55392 2.48177  -0.647
6 O -0.23987 0.03938 2.96821  -0.807
7 Si 1.43639 0.51468 2.21618  1.885
8 C 1.80109 2.17818 2.94710  -1.160
9 C 2.52519 -0.83163 2.87388  -1.156
10 C 1.18772 0.50454 0.37545  -1.166
11 H -3.70496 2.36045 2.61443  0.221
12 H -3.86016 0.63887 3.04844  0.208
13 H -2.65536 1.67058 3.87792  0.222
14 H -2.60521 0.89570 0.89700  0.215
15 H -1.42092 1.95040 1.70468  0.219
16 H -2.77782 -1.50086 1.57116  0.220
17 H -1.53652 -3.48399 2.20657  0.212
18 H 0.01763 -2.61472 2.13223  0.209
19 H -0.98560 -2.50509 3.59088  0.239
20 H 2.76138 2.53225 2.53918  0.254
21 H 1.02591 2.92018 2.70703  0.254
22 H 1.89070 2.11579 4.04228  0.264
23 H 3.53461 -0.69267 2.45858  0.252
24 H 2.58885 -0.77656 3.97065  0.264
25 H 2.16664 -1.83337 2.60009  0.250
26 H 2.17032 0.69319 -0.08236  0.261
27 H 0.81444 -0.46154 0.00878  0.243
28 H 0.49530 1.28972 0.04187  0.252
29 F -3.60156 -7.47904 1.40264  -0.299
30 C -3.36260 -6.25473 0.83160  0.471
31 C -2.12854 -6.02726 0.22764  -0.283
32 C -1.88338 -4.75932 -0.29090  -0.087
33 C -2.82382 -3.69082 -0.15363  -0.211
34 C -2.36276 -2.35095 -0.44440  0.117
35 C -3.14193 -1.27536 -1.01892  -0.085
36 C -2.44235 -0.30046 -1.80246  -0.139
37 C -3.03340 0.90668 -2.14722  -0.223
38 C -4.35279 1.18093 -1.76644  -0.138
39 C -5.08689 0.20950 -1.07958  -0.201
40 C -4.51734 -1.02498 -0.76486  -0.167
41 C -4.09130 -4.01794 0.38763  -0.101
42 C -4.35275 -5.28651 0.90048  -0.278
43 H -1.38486 -6.81500 0.17276  0.259
44 H -0.93723 -4.56006 -0.78693  0.228
45 H -1.30803 -2.31603 -0.73500  0.226
46 H -1.41635 -0.52137 -2.10920  0.222
47 H -2.46567 1.64027 -2.72205  0.239
48 H -4.81577 2.13636 -2.02586  0.239
49 H -6.12122 0.40258 -0.79548  0.237
50 H -5.13962 -1.77470 -0.29366  0.211
51 H -4.87102 -3.26533 0.46618  0.217
52 H -5.32362 -5.50999 1.36172  0.259

=====

## 2
Molecular formula: C21H28FOSi
Method: DFT, ωB97M-V/def2-TZVPD

- E_LUMO: -7.306 eV
- M: 343.54 g mol⁻¹
- Total charge: +1
- Orbital gap: 0.137 hartree

Each line ends with the natural charge from an NBO analysis.
Positions of all 52 atoms, in Å:
1 C 2.31419 1.32539 3.69408  -0.600
2 C 1.89279 1.01356 2.26534  -0.515
3 C 1.30074 2.12199 1.41471  0.637
4 C 1.60422 2.07525 -0.16326  -0.341
5 C 1.75214 3.54491 -0.64159  -0.598
6 O 0.72177 3.06513 1.90889  -0.567
7 Si -4.11359 1.81666 2.15945  1.846
8 C -3.38971 1.96100 3.90205  -1.128
9 C -3.61437 3.46628 1.36375  -1.127
10 C -3.05262 0.50751 1.27540  -1.125
11 H 2.69396 0.38635 4.11587  0.218
12 H 3.14002 2.04610 3.70439  0.220
13 H 1.48011 1.68093 4.31310  0.213
14 H 2.76227 0.58953 1.74683  0.214
15 H 1.13095 0.23163 2.28565  0.234
16 H 2.61173 1.60845 -0.21328  0.218
17 H 2.60145 3.61495 -1.33613  0.229
18 H 0.84340 3.85364 -1.16373  0.197
19 H 1.91525 4.24354 0.18491  0.236
20 H -4.14743 1.68942 4.65289  0.274
21 H -2.52685 1.28209 4.00209  0.286
22 H -3.06571 2.99905 4.08252  0.281
23 H -4.44480 3.85855 0.75230  0.272
24 H -3.37847 4.20724 2.14677  0.275
25 H -2.72835 3.32427 0.72097  0.294
26 H -3.72382 -0.21849 0.78093  0.275
27 H -2.41094 0.97461 0.50644  0.291
28 H -2.42379 -0.03440 2.00546  0.281
29 F 3.24554 -0.92508 -4.61495  -0.329
30 C 2.63169 0.23739 -4.18614  0.416
31 C 2.54860 1.33680 -5.02943  -0.283
32 C 1.84600 2.46196 -4.57813  -0.183
33 C 1.15461 2.41631 -3.36937  -0.233
34 C 1.33592 1.33473 -2.49826  0.002
35 C 0.73977 1.35108 -1.06723  -0.203
36 C 0.33982 -0.12034 -0.83294  -0.018
37 C 0.89002 -0.96607 0.12558  -0.246
38 C 0.24938 -2.18642 0.39798  -0.210
39 C -0.58732 -2.75977 -0.56337  -0.228
40 C -0.90807 -2.01798 -1.70877  -0.192
41 C -0.55334 -0.67089 -1.77344  -0.232
42 C 2.12120 0.26012 -2.89311  -0.297
43 H 3.09395 1.32058 -5.97623  0.243
44 H 1.78981 3.36481 -5.19291  0.227
45 H 0.50419 3.24825 -3.06571  0.212
46 H -0.20896 1.90599 -1.19625  0.202
47 H 1.82585 -0.69684 0.62074  0.224
48 H 0.42494 -2.67571 1.35390  0.219
49 H -0.99271 -3.77060 -0.43316  0.228
50 H -1.45783 -2.45648 -2.54651  0.225
51 H -0.91778 -0.04510 -2.59839  0.224
52 H 2.34559 -0.56185 -2.20727  0.238

=====

Energies relative to the most stable structure are 1 0.000; 2 3.163, reported in eV.

=====

## 1
Molecular formula: C3H12N2O
Method: DFT, ωB97M-V/def2-TZVPD

- E_LUMO: 0.980 eV
- M: 92.14 g mol⁻¹
- Total charge: 0
- Orbital gap: 0.352 hartree

Each line ends with the natural charge from an NBO analysis.
Positions of all 18 atoms, in Å:
1 N -0.46432 -1.74668 0.30194  -0.857
2 C -0.07187 -1.20097 -1.01681  -0.235
3 C 0.18888 0.26021 -0.93133  -0.214
4 N 1.16322 0.54932 0.08065  -0.637
5 C 1.28659 1.84571 0.58995  -0.387
6 H 0.17991 -1.51625 0.98241  0.374
7 H -0.51215 -2.79691 0.40592  0.363
8 H 0.69869 -1.73544 -1.49036  0.170
9 H -0.75047 -1.40071 -1.83460  0.193
10 H 0.43567 0.59502 -1.98897  0.160
11 H -0.74847 0.85257 -0.74698  0.192
12 H 2.11632 0.24549 -0.15742  0.356
13 H 1.50692 2.00162 1.58756  0.189
14 H 2.13278 2.31565 0.05311  0.157
15 H 0.38518 2.28786 0.48834  0.190
16 H -2.27301 -0.85166 0.85345  0.492
17 H -2.80186 0.54441 1.19859  0.453
18 O -2.47202 -0.24924 1.62455  -0.960

=====

## 2
Molecular formula: C3H12N2O
Method: DFT, ωB97M-V/def2-TZVPD

- E_LUMO: 0.753 eV
- M: 92.14 g mol⁻¹
- Total charge: 0
- Orbital gap: 0.370 hartree

Each line ends with the natural charge from an NBO analysis.
Positions of all 18 atoms, in Å:
1 N -0.25423 -1.69624 -2.25035  -0.839
2 C -0.35813 -0.57707 -1.27265  -0.218
3 C -0.30689 -1.03124 0.17914  -0.413
4 C 0.17658 0.11041 1.07819  -0.219
5 N 0.48023 -0.38815 2.43549  -0.836
6 H 0.73278 -1.92526 -2.32457  0.357
7 H -0.67461 -1.38172 -3.10386  0.361
8 H 0.54695 0.02205 -1.45449  0.155
9 H -1.25470 0.04189 -1.36604  0.184
10 H 0.48001 -1.78753 0.23707  0.201
11 H -1.22036 -1.50993 0.53713  0.204
12 H 1.17636 0.33373 0.72034  0.190
13 H -0.58664 0.88866 1.09072  0.172
14 H -0.29312 -0.53343 3.08553  0.352
15 H 0.93926 0.37512 2.91960  0.349
16 H 0.83651 3.34847 -0.26569  0.467
17 H -0.36297 2.45739 -0.33371  0.464
18 O -0.05702 3.25286 0.08815  -0.930

=====

## 3
Molecular formula: C3H12N2O
Method: DFT, ωB97M-V/def2-TZVPD

- E_LUMO: 0.814 eV
- M: 92.14 g mol⁻¹
- Total charge: 0
- Orbital gap: 0.360 hartree

Each line ends with the natural charge from an NBO analysis.
Positions of all 18 atoms, in Å:
1 N 1.20215 -0.20046 1.20402  -0.859
2 C -0.20615 -0.05565 0.81970  -0.041
3 C -1.04096 -1.17386 1.67566  -0.644
4 C -0.84531 1.39855 0.88544  -0.236
5 N -0.08910 2.41605 0.08052  -0.833
6 H 1.79309 -0.18983 0.36948  0.372
7 H 1.55766 0.46682 1.90312  0.360
8 H -0.30318 -0.34352 -0.26543  0.185
9 H -2.11914 -1.34336 1.46680  0.204
10 H -0.62106 -2.19266 1.82458  0.228
11 H -1.21389 -0.78115 2.73232  0.196
12 H -0.89717 1.76946 1.96539  0.170
13 H -1.83151 1.22099 0.44151  0.195
14 H -0.78169 3.05997 -0.24282  0.352
15 H 0.45725 3.03006 0.73828  0.350
16 H 2.18078 -2.17268 -5.74263  0.465
17 H 0.98354 -2.15876 -4.80024  0.466
18 O 1.77468 -2.74998 -5.05570  -0.932

=====

## 4
Molecular formula: C3H12N2O
Method: DFT, ωB97M-V/def2-TZVPD

- E_LUMO: 0.891 eV
- M: 92.14 g mol⁻¹
- Total charge: 0
- Orbital gap: 0.365 hartree

Each line ends with the natural charge from an NBO analysis.
Positions of all 18 atoms, in Å:
1 C 1.26988 -0.18628 -0.44610  0.373
2 N 1.72058 -0.63570 -1.73863  -0.853
3 N 2.28074 0.30555 0.42602  -0.848
4 O 0.27769 0.85198 -0.69212  -0.742
5 H -0.16932 0.60616 -1.51469  0.476
6 H 0.76648 -1.01212 0.07551  0.152
7 H 2.64805 1.19244 0.09615  0.361
8 H 1.86295 0.43950 1.34775  0.373
9 H 2.40035 0.01133 -2.12536  0.359
10 H 2.16910 -1.53980 -1.65483  0.368
11 C -1.52089 0.62987 0.88490  -0.468
12 C -2.31439 -0.56335 0.44887  -0.644
13 H -1.81375 -1.10875 -0.35531  0.197
14 H -1.75466 1.01332 1.87248  0.189
15 H -1.67512 1.50225 0.25770  0.215
16 H -0.43294 0.00794 1.76657  0.081
17 H -3.29292 -0.25189 0.06916  0.204
18 H -2.42183 -1.26244 1.28193  0.208

=====

Energies relative to the most stable structure are 1 0.710; 2 0.000; 3 0.364; 4 2.225, reported in eV.

=====

## 1
Molecular formula: C3H12N2O
Method: DFT, ωB97M-V/def2-TZVPD

- E_LUMO: 0.739 eV
- M: 92.14 g mol⁻¹
- Total charge: 0
- Orbital gap: 0.356 hartree

Each line ends with the natural charge from an NBO analysis.
Positions of all 18 atoms, in Å:
1 C -2.27518 1.74577 -1.05082  -0.406
2 C -2.26331 0.52980 -1.63399  -0.383
3 N 0.83108 -0.60122 2.68863  -1.108
4 H -3.15369 2.31090 -1.29546  0.192
5 H 0.42087 0.17917 0.81802  0.481
6 H -1.42027 2.07412 -0.47327  0.220
7 H -2.67088 0.47727 -2.64193  0.184
8 H -1.75044 -0.35490 -1.27752  0.189
9 H -0.07581 -0.23807 2.92769  0.376
10 H 1.60795 0.03651 2.69355  0.375
11 H 1.05600 -1.26149 3.41778  0.370
12 N 1.41569 -1.59247 -0.61488  -0.860
13 C 1.56091 -0.15746 -0.71861  0.088
14 O 0.52775 0.55418 -0.06660  -0.757
15 H 1.49789 -1.90036 0.34495  0.365
16 H 0.57496 -1.96437 -1.02580  0.358
17 H 2.56461 0.02561 -0.32267  0.145
18 H 1.55188 0.13701 -1.76906  0.171

=====

## 2
Molecular formula: C3H12N2O
Method: DFT, ωB97M-V/def2-TZVPD

- E_LUMO: -4.144 eV
- M: 92.14 g mol⁻¹
- Total charge: 0
- Orbital gap: 0.145 hartree

Each line ends with the natural charge from an NBO analysis.
Positions of all 18 atoms, in Å:
1 N 2.73928 0.21431 0.39861  -0.849
2 C 0.64454 0.03577 -1.03962  -0.272
3 C -0.06756 -1.29902 -0.75596  -0.671
4 C 0.16389 1.00082 0.02249  -0.271
5 N -1.25869 1.35833 0.23486  -0.624
6 H 2.81813 -0.79000 0.54227  0.341
7 H 0.67371 0.26607 -2.07979  0.227
8 H 1.70605 -0.09130 -0.58106  0.314
9 H -0.01700 -1.53283 0.33935  0.246
10 H 0.18322 -2.22980 -1.24165  0.221
11 H -1.08958 -1.26735 -0.81481  0.295
12 H 0.53418 0.59772 0.96261  0.253
13 H 0.80741 1.85329 0.02099  0.220
14 H -1.72780 1.52262 -0.73393  0.364
15 H -1.74426 0.63350 0.78152  0.435
16 H 3.59704 0.61847 0.67400  0.361
17 H -2.91636 -1.01706 1.49720  0.434
18 O -2.20427 -0.99966 0.85470  -1.023

=====

## 3
Molecular formula: C3H12N2O
Method: DFT, ωB97M-V/def2-TZVPD

- E_LUMO: 0.837 eV
- M: 92.14 g mol⁻¹
- Total charge: 0
- Orbital gap: 0.349 hartree

Each line ends with the natural charge from an NBO analysis.
Positions of all 18 atoms, in Å:
1 C 0.23060 0.82658 1.81921  -0.206
2 C -0.45803 1.19300 0.51996  -0.403
3 C -1.01226 -0.02142 -0.21542  -0.208
4 N -1.83094 0.42874 -1.33251  -0.847
5 N 0.75521 2.03792 2.44409  -0.878
6 H 1.03542 0.13322 1.54309  0.164
7 H -0.48662 0.36073 2.48458  0.178
8 H 0.23323 1.71822 -0.14390  0.202
9 H -1.28759 1.88939 0.70867  0.191
10 H -0.15832 -0.52428 -0.68434  0.185
11 H -1.49610 -0.71799 0.45782  0.162
12 H -2.61794 1.00513 -1.04812  0.354
13 H -2.11894 -0.30222 -1.95887  0.361
14 H 0.85037 2.80295 1.80810  0.368
15 H 1.34580 1.98156 3.24702  0.376
16 H 2.66090 -4.94219 -3.00544  0.465
17 H 1.76830 -3.88671 -3.57859  0.465
18 O 2.58691 -3.98263 -3.06536  -0.930

=====

Energies relative to the most stable structure are 1 1.366; 2 8.654; 3 0.000, reported in eV.